C7H12N4 in the gas phase at a distorted geometry, computed with ωB97M-V/def2-TZVPD.

Atoms and positions in Å:
1 C -3.00 0.21 -0.94
2 C -2.03 -0.25 0.11
3 C -2.67 -1.06 1.29
4 C -0.73 -0.18 0.08
5 C 0.22 0.54 -0.89
6 C 2.53 0.87 0.17
7 C 4.13 -0.90 -0.14
8 H -3.80 0.82 -0.62
9 H -2.55 0.78 -1.84
10 H -3.37 -0.68 -1.44
11 H -2.69 -2.12 0.93
12 H -1.94 -1.09 2.14
13 H -3.77 -0.73 1.51
14 H -0.19 -0.71 0.85
15 H -0.09 0.37 -1.90
16 H 0.25 1.64 -0.78
17 H 1.81 -0.84 -0.49
18 H 1.57 2.45 0.59
19 H 4.01 0.54 1.25
20 N 1.61 0.15 -0.61
21 N 2.47 2.00 0.77
22 N 3.63 0.11 0.48
23 N 4.58 -1.93 -0.51

Results
SMILES: [H]/N=C(/NC#N)NCC=C(C)C
Energy above the lowest of the compared OMol25 structures with the same formula, charge and spin (eV): 1.114
E_tot (Eh): -492.88554
Net charge: 0
Kohn-Sham gap (Ha): 0.36807
LUMO (eV): 0.6307